# 1
{"formula": "C27H58BrPdS2SbSi4", "method": "the ωB97M-V functional and the def2-TZVPD basis", "total_energy_ha": -5960.2850, "spin_multiplicity": 1, "lumo_energy_ev": 3.948, "relative_energy_kj_mol": 0.0, "homo_ev": 0.468, "charge": -2, "species": ["Pd", "S", "C", "C", "C", "C", "C", "C", "S", "H", "H", "H", "H", "C", "C", "C", "C", "Si", "Br", "C", "C", "C", "C", "C", "C", "C", "C", "H", "H", "H", "H", "H", "H", "H", "H", "H", "H", "H", "H", "H", "H", "H", "H", "H", "H", "H", "H", "H", "H", "H", "H", "H", "H", "H", "C", "Si", "C", "C", "Sb", "Si", "C", "C", "C", "Si", "C", "C", "C", "H", "H", "H", "H", "H", "H", "H", "H", "H", "H", "H", "H", "H", "H", "H", "H", "H", "H", "H", "H", "H", "H", "H", "H", "H", "H", "H"], "coordinates": [[0.430740, -1.491135, -1.178069], [2.718324, -1.989212, -1.781506], [2.569979, -2.122756, -3.535780], [3.732707, -2.405345, -4.278253], [3.740060, -2.537058, -5.659599], [2.546601, -2.382117, -6.358317], [1.385963, -2.100261, -5.652226], [1.348659, -1.963272, -4.251383], [-0.207630, -1.607043, -3.496245], [4.655221, -2.521042, -3.719560], [4.667891, -2.755531, -6.179830], [2.516111, -2.476318, -7.439541], [0.448137, -1.974014, -6.182473], [3.254477, 3.643613, -0.720766], [1.882245, 4.119636, -1.225332], [1.895401, 5.654139, -1.298151], [1.757395, 3.564854, -2.656300], [0.499890, 3.417236, -0.080395], [0.338727, 1.282557, -0.561987], [-1.227617, 4.208399, -0.439189], [-1.413129, 4.364104, -1.955175], [-2.376239, 3.290560, 0.017845], [-1.411775, 5.590402, 0.207988], [0.985649, 3.521155, 1.789434], [1.464832, 4.919435, 2.208404], [2.092247, 2.506292, 2.120227], [-0.202309, 3.133751, 2.684263], [4.018874, 3.933966, -1.453993], [3.293223, 2.554986, -0.623055], [3.532084, 4.091743, 0.234101], [2.753935, 5.977377, -1.903532], [1.989000, 6.128386, -0.318128], [0.998163, 6.049633, -1.776920], [2.602288, 3.946232, -3.246778], [0.842150, 3.868935, -3.159238], [1.801016, 2.474784, -2.676327], [-1.251144, 3.419831, -2.481938], [-0.750290, 5.115843, -2.382680], [-2.445213, 4.685709, -2.153128], [-2.331610, 2.319189, -0.481023], [-3.329843, 3.766319, -0.253173], [-2.393207, 3.112645, 1.088978], [-0.629755, 6.298241, -0.074420], [-1.434597, 5.536602, 1.296614], [-2.372386, 6.015774, -0.115200], [2.394358, 5.200967, 1.712199], [1.658475, 4.924934, 3.290232], [0.727163, 5.698762, 2.004337], [3.026649, 2.706516, 1.600175], [1.791436, 1.485845, 1.870421], [2.294013, 2.549488, 3.200222], [-1.012995, 3.859107, 2.649998], [0.144659, 3.079259, 3.725733], [-0.606078, 2.148744, 2.421581], [-0.412298, -0.944002, 3.889642], [-1.786604, -1.704213, 2.850854], [-2.975434, -0.304629, 2.433535], [-2.712378, -2.900400, 3.985401], [-0.788858, -2.580579, 0.672860], [0.766186, -4.400461, 1.504989], [0.150306, -5.577717, 2.849088], [1.258675, -5.355952, -0.018088], [2.286705, -3.507082, 2.131430], [-2.757982, -3.792724, -0.372320], [-3.839082, -2.444663, -1.097326], [-3.835868, -4.915638, 0.700429], [-2.030083, -4.764005, -1.787754], [-0.834523, -0.332069, 4.696451], [0.238839, -0.312820, 3.275043], [0.211010, -1.722417, 4.340537], [-3.258464, 0.243780, 3.340618], [-3.887014, -0.686925, 1.964168], [-2.510611, 0.394887, 1.727461], [-3.064312, -2.356070, 4.872918], [-2.064075, -3.716634, 4.318611], [-3.581066, -3.343806, 3.489204], [-0.790375, -6.054152, 2.556152], [-0.021610, -5.037065, 3.786072], [0.890421, -6.365370, 3.041816], [0.449764, -5.986598, -0.397817], [2.124388, -5.993249, 0.200840], [1.543568, -4.633782, -0.794593], [2.076072, -2.899538, 3.016716], [2.634954, -2.845670, 1.331434], [3.084239, -4.218619, 2.375420], [-4.292574, -1.819165, -0.322159], [-4.638154, -2.871582, -1.714280], [-3.205858, -1.809898, -1.725055], [-4.375683, -4.331081, 1.453312], [-3.230303, -5.662557, 1.223257], [-4.575910, -5.442678, 0.084133], [-1.354389, -4.103454, -2.348357], [-2.826646, -5.104189, -2.461140], [-1.467898, -5.638057, -1.446645]], "forces_ev_per_angstrom": [[0.0, -0.5, -0.1], [0.1, 0.0, -0.1], [0.1, 0.0, -0.1], [-0.1, 0.0, 0.0], [0.0, 0.0, 0.1], [-0.1, 0.0, 0.1], [0.0, 0.0, 0.1], [0.0, 0.0, -0.1], [0.0, 0.1, -0.2], [0.0, 0.0, 0.0], [0.0, 0.0, 0.0], [0.0, 0.0, 0.0], [0.0, 0.0, 0.0], [0.1, 0.0, -0.1], [0.1, 0.0, 0.0], [0.1, 0.0, 0.0], [0.1, 0.0, 0.0], [0.0, 0.3, 0.1], [-0.1, -0.2, 0.0], [-0.1, 0.0, 0.0], [-0.1, 0.0, -0.1], [0.0, 0.0, -0.1], [-0.1, 0.0, 0.0], [0.0, 0.0, 0.0], [0.0, 0.0, 0.1], [0.1, -0.1, 0.1], [0.0, -0.1, 0.0], [0.0, 0.0, 0.0], [0.0, 0.1, 0.0], [0.0, 0.0, 0.0], [0.0, 0.0, 0.0], [0.0, 0.0, 0.0], [0.0, 0.0, 0.0], [-0.1, 0.0, 0.0], [0.0, 0.0, 0.0], [0.0, 0.0, 0.0], [0.0, 0.0, 0.0], [0.0, 0.0, 0.0], [0.1, 0.0, 0.0], [0.0, 0.1, 0.0], [0.1, 0.0, 0.0], [0.1, 0.0, 0.1], [0.0, 0.0, 0.0], [0.0, 0.0, 0.0], [0.0, 0.0, 0.0], [0.0, 0.0, 0.0], [0.0, 0.0, 0.0], [0.0, 0.0, 0.0], [0.0, 0.0, 0.1], [0.0, 0.1, 0.0], [0.0, 0.0, -0.1], [-0.1, 0.1, 0.0], [0.0, 0.0, -0.1], [0.1, 0.1, 0.0], [0.1, 0.0, 0.1], [0.0, -0.1, -0.1], [-0.1, 0.1, -0.1], [-0.1, 0.0, 0.1], [-0.1, 0.4, 0.2], [0.0, 0.1, -0.1], [0.0, -0.1, 0.1], [0.1, -0.2, -0.1], [0.1, 0.0, 0.1], [0.1, 0.0, 0.0], [-0.1, 0.1, 0.0], [-0.1, -0.1, 0.1], [0.0, -0.1, -0.1], [0.1, 0.0, 0.0], [-0.1, 0.0, 0.0], [0.0, 0.0, 0.0], [0.0, 0.0, -0.1], [0.0, 0.0, 0.0], [0.0, -0.1, 0.1], [0.0, -0.1, 0.0], [0.0, 0.1, 0.0], [0.1, 0.0, 0.0], [0.1, 0.0, 0.0], [0.0, -0.1, -0.1], [-0.1, 0.1, 0.0], [0.1, 0.0, 0.0], [0.0, 0.0, -0.1], [0.0, -0.1, 0.0], [0.0, 0.0, 0.0], [0.0, 0.0, 0.0], [0.0, 0.0, 0.0], [0.0, 0.0, 0.0], [0.0, 0.0, 0.0], [0.0, 0.0, 0.0], [0.0, -0.1, 0.0], [0.0, 0.0, 0.0], [0.0, 0.0, 0.1], [0.0, -0.1, 0.0], [0.1, 0.0, 0.0], [0.0, 0.1, 0.0]], "lowdin_charge": [-0.4034, 0.3740, -0.7366, -0.1920, -0.1710, -0.1709, -0.1919, -0.7340, 0.3755, 0.0649, 0.0678, 0.0678, 0.0650, -0.1126, -0.6252, -0.1016, -0.1154, 0.3953, 0.5625, -0.6234, -0.1150, -0.1260, -0.1024, -0.6224, -0.1004, -0.1212, -0.1104, 0.0830, 0.0840, 0.0556, 0.0795, 0.0613, 0.0566, 0.0820, 0.0566, 0.0615, 0.0825, 0.0562, 0.0813, 0.0544, 0.0796, 0.0545, 0.0635, 0.0581, 0.0786, 0.0584, 0.0793, 0.0610, 0.0523, 0.0504, 0.0817, 0.0581, 0.0818, 0.0636, -0.2424, 0.2597, -0.2420, -0.2370, 0.7888, 0.2558, -0.2439, -0.2407, -0.2409, 0.2584, -0.2421, -0.2432, -0.2433, 0.0204, 0.0131, 0.0116, 0.0210, 0.0116, 0.0088, 0.0170, 0.0058, 0.0032, 0.0084, 0.0037, 0.0150, 0.0047, 0.0243, 0.0014, 0.0072, 0.0083, 0.0221, 0.0069, 0.0211, 0.0184, 0.0018, 0.0089, 0.0151, -0.0084, 0.0238, 0.0048]}

# 2
{"formula": "C27H58F3N10O7P3S", "method": "the ωB97M-V functional and the def2-TZVPD basis", "total_energy_ha": -3859.4540, "smiles": "O=C1c2ccccc2C(=O)N1S(=O)(=O)C(F)(F)F.CN(C)P(=O)(N(C)C)N(C)C.CN(C)P(=O)(N(C)C)N(C)C.CN(C)P(=O)(N(C)C)N(C)C", "spin_multiplicity": 1, "lumo_energy_ev": -1.071, "homo_ev": -7.656, "charge": 0, "species": ["O", "C", "C", "C", "C", "C", "C", "C", "C", "O", "N", "S", "O", "O", "C", "F", "F", "F", "H", "H", "H", "H", "C", "N", "C", "P", "O", "N", "C", "C", "N", "C", "C", "H", "H", "H", "H", "H", "H", "H", "H", "H", "H", "H", "H", "H", "H", "H", "H", "H", "H", "C", "N", "C", "P", "O", "N", "C", "C", "N", "C", "C", "H", "H", "H", "H", "H", "H", "H", "H", "H", "H", "H", "H", "H", "H", "H", "H", "H", "H", "C", "N", "C", "P", "O", "N", "C", "C", "N", "C", "C", "H", "H", "H", "H", "H", "H", "H", "H", "H", "H", "H", "H", "H", "H", "H", "H", "H", "H"], "coordinates": [[-1.589428, -5.590948, 3.154104], [-1.765311, -4.424595, 3.102518], [-3.080067, -3.719873, 3.206521], [-4.328567, -4.218194, 3.506474], [-5.393265, -3.329152, 3.533312], [-5.219887, -1.978162, 3.275479], [-3.965952, -1.478679, 2.942489], [-2.921467, -2.371861, 2.912795], [-1.476766, -2.142844, 2.617844], [-0.976729, -1.146669, 2.207226], [-0.816132, -3.351291, 2.969605], [0.730924, -3.629853, 2.396500], [1.162209, -4.966558, 2.608810], [0.893587, -3.216507, 1.042232], [1.841285, -2.532760, 3.446071], [2.277852, -1.524923, 2.737854], [2.818007, -3.274211, 3.925734], [1.126926, -2.101690, 4.492175], [-4.440052, -5.270333, 3.730579], [-6.380081, -3.705412, 3.763634], [-6.055224, -1.294044, 3.314837], [-3.798870, -0.436857, 2.708008], [8.548256, -1.719481, 4.372185], [8.642363, -3.151358, 4.195291], [9.360392, -3.514497, 2.981405], [8.408446, -4.427048, 5.339435], [9.834445, -4.710544, 5.729955], [7.820675, -3.942325, 6.914791], [7.925741, -2.573010, 7.396653], [8.268679, -4.857833, 7.963336], [6.763546, -4.754173, 4.833725], [6.597622, -5.922978, 3.967356], [5.799194, -3.735222, 4.555808], [8.074864, -1.268544, 3.491601], [9.531794, -1.251094, 4.513585], [7.920846, -1.433454, 5.210143], [8.663163, -3.749228, 2.166275], [10.003692, -4.382304, 3.143740], [10.005995, -2.702782, 2.641787], [8.915983, -2.131671, 7.217451], [7.738441, -2.534914, 8.470525], [7.157984, -1.933151, 6.956443], [9.292393, -4.641569, 8.290278], [8.245326, -5.892524, 7.616335], [7.603815, -4.788935, 8.826448], [6.845362, -5.703540, 2.917480], [5.572189, -6.297247, 4.008165], [7.247545, -6.736685, 4.300314], [5.902351, -3.322065, 3.540825], [5.836626, -2.915220, 5.272549], [4.801294, -4.163547, 4.644534], [-1.853539, 2.012763, -2.484353], [-1.184028, 0.816831, -2.937801], [-2.108301, -0.155428, -3.502126], [0.493775, 0.542453, -3.270856], [0.508301, 0.724880, -4.765448], [1.577242, 1.854874, -2.859298], [1.108200, 3.218407, -2.665537], [2.758842, 1.869484, -3.720076], [0.810663, -0.201739, -1.723269], [0.893376, -1.665049, -1.735165], [0.309685, 0.296589, -0.478128], [-2.631368, 1.750123, -1.756335], [-2.325832, 2.564797, -3.309949], [-1.201443, 2.701890, -1.957363], [-2.368457, -0.926373, -2.764502], [-1.681509, -0.648794, -4.378410], [-3.036853, 0.318156, -3.827991], [0.408545, 3.545153, -3.448063], [1.950220, 3.911916, -2.667368], [0.642963, 3.346565, -1.685814], [2.560552, 2.349864, -4.685519], [3.108644, 0.855451, -3.922362], [3.573275, 2.402051, -3.225115], [-0.102224, -2.135029, -1.723615], [1.456434, -2.031422, -0.879957], [1.415766, -2.008911, -2.633052], [-0.723328, -0.021762, -0.279342], [0.360644, 1.383428, -0.413385], [0.939523, -0.085962, 0.328477], [-7.219666, 7.273713, -4.412066], [-6.342120, 6.172779, -4.082284], [-5.383472, 6.519351, -3.042410], [-6.508745, 4.484391, -4.417040], [-7.072081, 3.999100, -3.107257], [-7.856856, 4.036998, -5.438302], [-9.000812, 4.913171, -5.644695], [-8.331772, 2.685690, -5.144550], [-5.465321, 4.527183, -5.822587], [-4.107368, 4.026394, -5.600732], [-5.510024, 5.548105, -6.823828], [-6.623793, 8.145277, -4.708511], [-7.860140, 7.563878, -3.568072], [-7.862913, 7.066932, -5.261167], [-4.411044, 6.787688, -3.476147], [-5.232399, 5.689940, -2.347521], [-5.727528, 7.368613, -2.449504], [-9.373211, 5.356890, -4.710937], [-9.824425, 4.359087, -6.096633], [-8.773594, 5.707367, -6.358830], [-8.997430, 2.662378, -4.273754], [-7.496855, 2.012926, -4.939309], [-8.868661, 2.284510, -6.006154], [-3.462104, 4.784225, -5.129843], [-3.644851, 3.708852, -6.537729], [-4.129187, 3.151891, -4.944588], [-4.949572, 6.449531, -6.535106], [-6.528844, 5.836167, -7.079806], [-5.067027, 5.154079, -7.742163]], "forces_ev_per_angstrom": [[0.7, -0.5, 0.0], [-1.5, 0.4, 0.7], [-0.1, 0.6, -0.3], [0.3, -0.4, 0.1], [-0.2, -0.2, 0.1], [0.2, 0.3, -0.2], [0.0, 0.1, -0.1], [0.7, -0.7, 0.1], [-1.4, 0.6, 0.4], [0.8, 0.3, -0.1], [1.2, -0.5, -0.7], [1.8, -1.1, -1.9], [-0.7, -0.2, 1.4], [-0.7, 1.1, 0.2], [-1.3, -0.3, 0.7], [0.3, 0.1, 0.0], [0.3, 0.1, -0.4], [0.0, 0.4, 0.0], [-0.2, 0.0, 0.0], [0.0, 0.0, 0.0], [-0.1, -0.1, 0.0], [-0.1, 0.0, 0.0], [-0.2, 0.1, 0.1], [-0.1, 0.3, 0.2], [-0.2, -0.5, 0.0], [-0.7, 6.1, 2.0], [-0.8, -3.1, -1.6], [-0.5, 0.6, 0.2], [0.1, 0.2, -0.2], [0.1, -0.2, -0.2], [1.4, -4.2, -0.4], [0.1, 0.1, -0.1], [0.2, 0.8, 0.0], [0.1, 0.0, -0.1], [0.0, 0.0, 0.0], [0.1, -0.1, 0.0], [0.1, 0.0, -0.1], [0.0, 0.0, 0.0], [0.0, 0.1, 0.1], [0.0, 0.1, 0.1], [0.1, -0.2, 0.0], [0.1, 0.0, -0.1], [0.0, -0.1, 0.0], [0.0, 0.0, 0.0], [-0.1, 0.1, -0.1], [-0.1, -0.1, 0.0], [0.0, 0.1, 0.0], [0.0, 0.0, 0.0], [0.1, 0.0, 0.1], [0.2, 0.0, 0.0], [0.1, -0.2, 0.0], [0.0, 0.1, 0.2], [0.0, 0.3, 0.1], [0.3, -0.4, 0.1], [-1.8, 5.8, 2.1], [0.9, -3.4, 0.2], [-0.1, 0.6, 0.5], [-0.3, 0.0, 0.0], [0.0, -0.3, -0.2], [1.7, -3.3, -2.5], [-0.1, 0.0, -0.2], [-0.5, 0.7, 0.0], [-0.1, 0.0, -0.1], [0.0, 0.0, 0.0], [0.1, -0.1, -0.1], [-0.1, 0.0, -0.1], [0.0, 0.0, 0.0], [0.1, 0.1, 0.0], [0.0, 0.1, 0.0], [0.1, -0.1, -0.1], [-0.1, 0.0, -0.1], [0.0, -0.1, 0.0], [0.0, 0.0, 0.0], [-0.1, 0.0, 0.1], [0.1, -0.1, 0.1], [-0.1, 0.1, 0.1], [-0.1, 0.1, 0.0], [0.0, 0.1, -0.1], [0.0, 0.0, -0.2], [0.0, -0.1, -0.1], [-0.1, 0.1, -0.2], [-0.3, 0.1, -0.2], [0.3, -0.4, -0.1], [-4.6, 4.0, -2.1], [3.1, -1.7, 0.0], [-0.4, 0.4, -0.6], [0.1, 0.3, 0.1], [0.2, -0.1, 0.2], [2.1, -3.4, 2.0], [0.0, 0.2, 0.2], [-0.5, 0.6, 0.1], [0.0, 0.0, 0.1], [0.0, 0.0, 0.0], [0.1, -0.1, 0.1], [0.0, 0.1, 0.1], [0.0, 0.0, 0.0], [-0.1, 0.0, 0.0], [-0.1, 0.0, -0.1], [0.1, -0.2, 0.1], [0.0, 0.1, 0.1], [0.1, -0.1, 0.0], [0.0, 0.0, 0.0], [0.0, 0.1, -0.1], [0.1, -0.1, -0.1], [-0.1, 0.1, 0.0], [0.0, 0.0, 0.0], [-0.1, 0.0, 0.1], [-0.1, 0.0, 0.2], [0.1, -0.1, 0.1]], "lowdin_charge": [0.1883, -0.3477, -0.0787, 0.0147, -0.0487, -0.0451, 0.0166, -0.0798, -0.3667, 0.1631, -0.0185, 0.7715, -0.2169, -0.2373, -0.6624, 0.1867, 0.1571, 0.1423, 0.1282, 0.1122, 0.1127, 0.1282, -0.1384, -0.3308, -0.1288, 0.7478, -0.2748, -0.3229, -0.1480, -0.1557, -0.3413, -0.1335, -0.1307, 0.0841, 0.0860, 0.0411, 0.0740, 0.0699, 0.0799, 0.0863, 0.0790, 0.0565, 0.0797, 0.0721, 0.0792, 0.0750, 0.0796, 0.0754, 0.0914, 0.0751, 0.0723, -0.1347, -0.3258, -0.1275, 0.7491, -0.2787, -0.3219, -0.1490, -0.1565, -0.3357, -0.1308, -0.1188, 0.0860, 0.0697, 0.0438, 0.0736, 0.0704, 0.0757, 0.0845, 0.0788, 0.0567, 0.0791, 0.0721, 0.0790, 0.0781, 0.0534, 0.0778, 0.0809, 0.0738, 0.0836, -0.1378, -0.3305, -0.1293, 0.7475, -0.2771, -0.3227, -0.1472, -0.1558, -0.3445, -0.1378, -0.1261, 0.0843, 0.0860, 0.0416, 0.0741, 0.0688, 0.0798, 0.0862, 0.0794, 0.0572, 0.0793, 0.0716, 0.0797, 0.0757, 0.0818, 0.0600, 0.0878, 0.0710, 0.0909]}

Calculated values (eV) of Kohn-Sham gap for the records, taken in order: 3.48; 6.59.